Density functional theory data (the ωB97M-V functional and the def2-TZVPD basis) for a 4-piece molecular cluster, C15H40B2N4O7PS4 overall in a non-equilibrium geometry.

Geometry as XYZ:
```
73
Properties=species:S:1:pos:R:3:mulliken_charge:R:1
C -4.05 0.44 0.59 -0.564
O -3.28 0.52 1.79 -0.523
B -2.29 -0.36 2.08 0.631
O -2.54 -1.67 2.36 -0.529
C -0.80 0.25 2.15 -0.296
C 0.32 -0.76 2.34 -1.435
N 1.43 -0.21 1.49 0.058
B 2.58 -1.15 1.36 0.300
C 3.41 -1.55 2.60 -0.881
O 2.83 -1.59 0.10 -0.609
C 0.71 0.26 0.43 -0.136
N 1.08 0.22 -0.82 0.096
C 0.35 0.75 -1.96 -0.630
C 0.18 -0.38 -2.98 0.204
O 1.08 -1.17 -3.12 -0.603
N -0.98 -0.33 -3.72 0.094
C -2.18 -0.47 -2.85 -0.837
C -0.95 -1.33 -4.79 -1.056
N -0.49 0.86 0.79 1.087
P -0.30 2.60 0.85 0.037
S -1.83 3.63 0.33 -0.331
H -4.33 -0.59 0.36 0.344
H -3.50 0.89 -0.23 0.112
H -4.96 1.01 0.75 0.249
H -2.02 -1.96 3.12 0.302
H -0.82 1.01 2.94 0.389
H 0.00 -1.71 1.91 0.399
H 0.63 -0.88 3.38 0.567
H 2.92 -1.31 3.54 0.297
H 3.65 -2.61 2.60 0.353
H 4.36 -1.00 2.60 0.325
H 3.59 -2.18 0.05 0.310
H 1.96 -0.25 -1.04 0.270
H -0.59 1.18 -1.63 0.508
H 0.95 1.52 -2.45 0.224
H -2.72 -1.37 -3.15 0.402
H -1.92 -0.58 -1.80 0.188
H -2.84 0.39 -2.97 0.278
H -0.88 -2.34 -4.37 0.370
H -1.87 -1.27 -5.36 0.401
H -0.11 -1.17 -5.46 0.339
H 0.17 2.82 2.15 0.145
H 0.82 2.77 0.03 0.110
C -3.16 -0.05 7.21 -0.812
S -2.88 -1.80 6.99 0.459
O -1.79 -1.93 5.97 -0.585
C -4.41 -2.15 6.11 -0.777
H -2.29 0.37 7.71 0.320
H -3.28 0.42 6.23 0.177
H -4.05 0.11 7.82 0.381
H -4.45 -1.54 5.21 0.152
H -5.25 -1.93 6.76 0.385
H -4.40 -3.20 5.85 0.314
C 1.69 -4.23 -5.37 -0.790
S 2.52 -2.84 -6.15 0.589
O 1.56 -2.28 -7.14 -0.641
C 3.71 -3.84 -7.06 -0.982
H 0.87 -3.82 -4.78 0.115
H 1.31 -4.90 -6.13 0.357
H 2.39 -4.74 -4.71 0.358
H 3.17 -4.54 -7.70 0.306
H 4.34 -4.37 -6.35 0.353
H 4.31 -3.17 -7.66 0.339
C 3.68 5.87 0.25 -0.906
S 2.27 5.94 1.35 0.420
O 2.01 4.54 1.79 -0.560
C 1.05 6.33 0.10 -0.828
H 4.55 5.60 0.84 0.327
H 3.51 5.12 -0.52 0.268
H 3.84 6.86 -0.20 0.375
H 1.05 5.55 -0.67 0.240
H 1.28 7.30 -0.34 0.408
H 0.08 6.36 0.58 0.275
```

Summary:
- HOMO-LUMO gap (eV) = 8.0613
- E_HOMO (hartree) = -0.391
- LUMO energy (eV) = -2.6
- 2S+1 = 1
- charge = +1